P:
Here is a cluster of 2 separate species, C2H7NOSi in total from the OMol25 dataset. Energies are from ωB97M-V with the def2-TZVPD basis set.

Last columns: bonded neighbours and bond lengths (Å).
Cartesian coordinates (Å):
1 C 0.491 1.344 1.548  C2 1.263, H6 1.101, H7 1.044
2 C 1.683 1.701 1.760  C1 1.263
3 N 0.926 -0.668 -0.700  Si5 1.685, H8 1.029, H9 0.939
4 O -1.694 0.130 -1.097  Si5 1.634, H10 0.966
5 Si -0.701 -1.105 -0.698  N3 1.685, O4 1.634, H11 1.438, H12 1.453
6 H 0.023 0.709 0.780  C1 1.101
7 H -0.329 1.741 2.061  C1 1.044
8 H 1.447 -0.376 -1.538  N3 1.029
9 H 1.554 -1.018 -0.095  N3 0.939
10 H -1.520 1.011 -1.452  O4 0.966
11 H -1.034 -2.359 -1.316  Si5 1.438
12 H -0.847 -1.109 0.747  Si5 1.453

As for the multiplicity: 1. The HOMO energy is -0.37486 hartree. Its LUMO energy is -0.004 Ha.

---

Q:
Here is a cluster of 2 separate species, C2H7NOSi in total from the OMol25 dataset. Energies are from ωB97M-V with the def2-TZVPD basis set.

Last columns: bonded neighbours and bond lengths (Å).
Cartesian coordinates (Å):
1 C 2.599 -0.532 0.022  N3 1.315, O4 1.216, H6 1.100
2 C -1.537 0.114 0.403  Si5 1.894, H7 1.087, H8 1.086, H9 1.084
3 N 1.291 -0.443 -0.070  C1 1.315, Si5 1.723
4 O 3.268 0.373 0.484  C1 1.216
5 Si 0.150 0.847 -0.053  C2 1.894, N3 1.723, H11 1.466, H12 1.468
6 H 3.038 -1.489 -0.297  C1 1.100
7 H -2.270 0.909 0.508  C2 1.087
8 H -1.903 -0.568 -0.358  C2 1.086
9 H -1.503 -0.421 1.346  C2 1.084
10 H 0.608 -1.967 -1.523  no bonds
11 H 0.557 1.792 0.991  Si5 1.466
12 H 0.102 1.468 -1.382  Si5 1.468

As for the multiplicity: 1. The HOMO energy (spin up / spin down) is -0.38190 / -0.37061 hartree. Its LUMO energy (spin up / spin down) is -0.043 / -0.084 Ha.

---

Question: of the structures shown, which is the most stable? Reply: P.